[1]
Below is a single C5H7NO2 molecule, with properties calculated with ωB97M-V with the def2-TZVPD basis set.

Output
Structure (SMILES): CO/C=C(\C#N)CO
HOMO energy, eV: -9.5
Multiplicity: 1

Each line ends with the Löwdin charge.
Positions of all 15 atoms, in Å:
C (-1.94830, -0.13232, -2.08761)  -0.07
C (-0.21590, -0.23638, -0.38212)  -0.07
C (0.38055, -0.29290, 0.80787)  -0.21
C (1.85682, 0.10809, 0.95967)  -0.25
C (-0.31533, -0.59469, 1.99421)  -0.18
H (-3.08541, -0.12006, -2.08500)  0.12
H (-1.61150, 0.83702, -2.31130)  0.06
H (-1.53492, -0.87427, -2.81136)  0.10
H (0.41722, -0.13478, -1.25946)  0.13
H (2.26697, 0.42312, -0.03780)  0.13
H (2.46034, -0.74649, 1.34958)  0.14
H (1.71533, 2.00951, 1.65390)  0.15
N (-0.86009, -0.83971, 3.00409)  0.17
O (-1.55652, -0.48203, -0.74479)  -0.13
O (2.03073, 1.07588, 1.95010)  -0.08

Atoms 1-3, force components in eV/Å:
-0.98 -1.63 0.54
-1.68 -0.69 -2.11
0.30 0.48 -0.44

=====

[2]
Below is a single C5H7NO2 molecule, with properties calculated with ωB97M-V with the def2-TZVPD basis set.

Output
HOMO energy (spin up / spin down), eV: -8.3 / -8.3
Multiplicity: 1

Each line ends with the Löwdin charge.
Positions of all 15 atoms, in Å:
C (1.27927, -0.12198, -0.63140)  0.15
C (-1.78480, -1.19638, -0.27957)  -0.02
C (-0.60345, -0.87257, 0.59195)  -0.37
C (1.34783, 1.12394, 0.00297)  -0.34
C (-0.22220, 0.92481, 0.44810)  -0.40
N (2.05074, 2.09032, 0.36978)  0.18
O (-0.17985, -1.54912, 1.48130)  0.08
O (-1.06424, 1.54090, -0.22406)  -0.02
H (2.97289, 2.08252, -0.07415)  0.08
H (-0.07557, 0.95738, 1.53603)  0.18
H (1.80935, -0.98085, -0.23811)  0.11
H (0.73981, -0.21651, -1.56423)  0.11
H (-1.88015, -2.27826, -0.36369)  0.09
H (-2.68149, -0.79220, 0.19646)  0.10
H (-1.70815, -0.71203, -1.25138)  0.08

Atoms 1-3, force components in eV/Å:
-0.51 0.17 0.30
0.03 0.02 0.01
0.12 0.23 0.02

=====

[3]
Below is a single C5H7NO2 molecule, with properties calculated with ωB97M-V with the def2-TZVPD basis set.

Output
Structure (SMILES): CC1=C[C@@]2(CO2)NO1
HOMO energy, eV: -8.1
Multiplicity: 1

Each line ends with the Löwdin charge.
Positions of all 15 atoms, in Å:
C (0.08646, 0.04623, -0.78149)  0.06
C (1.16994, -0.09660, 0.16453)  -0.29
C (-2.54262, 0.30628, -0.18645)  -0.14
C (-1.09606, 0.35139, 0.04009)  -0.43
C (2.54676, -0.64864, -0.25832)  -0.01
N (-0.73745, 0.05111, 1.41508)  0.13
O (0.73101, -0.11020, 1.42180)  -0.02
O (-1.94781, 1.52259, -0.21423)  -0.01
H (0.21023, -0.17061, -1.88425)  0.13
H (-3.00476, 0.11262, -1.07111)  0.09
H (-3.05861, 0.05520, 0.73541)  0.12
H (3.30394, -0.48377, 0.45483)  0.06
H (2.71254, -0.12582, -1.20730)  0.08
H (2.51788, -1.70325, -0.61299)  0.10
H (-0.89147, 0.89347, 1.98442)  0.15

Atoms 1-3, force components in eV/Å:
3.35 -0.44 1.76
-3.34 -1.62 -4.22
0.51 -1.47 1.94

=====

[4]
Below is a 2-piece molecular cluster, C5H7NO2 overall, with properties calculated with ωB97M-V with the def2-TZVPD basis set.

Output
Structure (SMILES): CC#CC.N#COO
HOMO energy, eV: -9.4
Multiplicity: 1

Each line ends with the Löwdin charge.
Positions of all 15 atoms, in Å:
C (2.42984, -0.70678, -0.23669)  -0.10
C (-0.15935, 1.42108, 1.64176)  -0.10
C (1.10826, -0.19675, 0.06135)  -0.04
C (0.20869, 0.47495, 0.57856)  -0.13
O (-1.47551, -1.06380, -1.33067)  -0.07
O (-2.63631, -1.57938, -2.02015)  0.01
C (-1.81034, -0.05943, -0.45748)  -0.34
N (-2.68190, 0.60804, -0.06118)  0.19
H (-2.52515, -1.38826, -2.96793)  0.11
H (2.65999, -0.62305, -1.29975)  0.08
H (3.25472, -0.17769, 0.24810)  0.09
H (2.56185, -1.73519, 0.10119)  0.08
H (-0.05959, 2.45413, 1.30916)  0.08
H (-1.22611, 1.30801, 1.84351)  0.05
H (0.35092, 1.26413, 2.59022)  0.08

Atoms 1-3, force components in eV/Å:
0.56 -0.82 -0.80
-1.70 0.15 -0.19
-1.65 2.10 1.75

=====

[5]
Below is a single C5H7NO2 molecule, with properties calculated with ωB97M-V with the def2-TZVPD basis set.

Output
Structure (SMILES): CC(=C=O)N(C)C=O
HOMO energy, eV: -7.7
Multiplicity: 1

Each line ends with the Löwdin charge.
Positions of all 15 atoms, in Å:
C (0.08067, 0.41476, -1.67322)  -0.03
C (-1.59545, -0.85806, 0.51042)  -0.02
N (0.44337, 0.42714, -0.27631)  -0.12
C (-0.19437, -0.36417, 0.66916)  -0.29
C (1.68646, 0.90341, 0.16495)  -0.29
C (0.52662, -0.49591, 1.79971)  -0.14
O (2.63249, 1.08971, -0.57441)  0.05
O (0.74051, -0.68269, 2.94115)  0.17
H (1.64562, 1.37978, 1.16308)  0.16
H (-0.58461, 1.25161, -1.88635)  0.10
H (0.99134, 0.49809, -2.26749)  0.09
H (-0.39637, -0.50822, -2.00339)  0.08
H (-1.86889, -1.19655, -0.48962)  0.07
H (-1.77088, -1.74420, 1.12020)  0.09
H (-2.33652, -0.11469, 0.80212)  0.09

Atoms 1-3, force components in eV/Å:
0.57 -0.22 -0.52
-0.54 -0.39 0.50
1.39 0.76 -0.34

=====

[6]
Below is a 3-piece molecular cluster, C5H7NO2 overall, with properties calculated with ωB97M-V with the def2-TZVPD basis set.

Output
HOMO energy, eV: -8.3
Multiplicity: 1

Each line ends with the Löwdin charge.
Positions of all 15 atoms, in Å:
C (-0.38232, 1.21605, 2.21017)  -0.05
C (3.38044, -1.37567, -0.70029)  -0.40
C (-1.67035, -0.70898, -0.93873)  -0.06
C (-0.41953, -1.08496, -1.15729)  -0.06
C (-0.66377, 2.51115, 0.12607)  0.04
N (-0.79052, 1.84224, 1.17627)  -0.17
O (3.36023, -1.11900, 0.43847)  0.19
O (3.35008, -1.67500, -1.82916)  0.19
H (-0.97466, 1.43923, 3.18960)  0.10
H (-1.92293, 0.19306, -0.34173)  0.03
H (-2.45796, -1.38500, -1.10699)  0.03
H (0.20821, 0.32194, 2.17023)  0.06
H (0.37333, -0.45181, -0.81603)  0.03
H (-0.12458, -1.96752, -1.63586)  0.03
H (-1.26568, 2.24427, -0.78473)  0.04

Atoms 1-3, force components in eV/Å:
-2.90 0.63 2.34
-0.39 -0.36 -0.02
0.59 0.56 1.30

=====

Values of maximum force, in order: 3.6 0.6 5.6 3.6 3.6 3.8, all in eV/A.
Values of energy, in order: -10881.3696 -10878.3622 -10879.1712 -10876.3905 -10881.2762 -10880.0148, all in eV.
Values of energy relative to the best compared isomer or geometry (same formula, charge and spin), in order: 2.248 5.255 4.446 7.227 2.341 3.602, all in eV.